1.
Formula: C10H14NO2S
Source: OMol25
Level of theory: wB97M-V/def2-TZVPD

```
28
Properties=species:S:1:pos:R:3:forces:R:3:nbo_charge:R:1
C 3.71020 -0.06324 0.64424 0.15 0.06 0.89 -0.699
C 2.54254 0.16042 1.29203 -1.88 0.65 0.70 0.546
C 1.86830 -0.52478 -0.89221 0.13 -0.65 0.42 0.498
C -2.41484 2.27167 -1.00254 -1.49 -0.66 -0.14 -0.600
C -1.18010 2.17305 -0.53427 0.14 -1.24 0.32 -0.179
C 0.06526 2.79290 -1.11032 0.13 0.57 0.11 -0.724
C -2.17336 -1.06695 0.79221 -0.41 1.37 1.02 -0.615
C -0.40032 -2.84238 0.31547 -1.35 -0.61 0.13 -0.598
C 0.15302 -0.63930 0.78617 3.17 5.47 1.57 0.259
C -0.86278 -1.37267 0.10812 -0.48 -0.96 -1.07 -0.363
N 1.46544 -0.42671 0.43800 -2.65 -0.59 -0.16 -0.488
O 2.14846 0.75641 2.31221 0.70 -0.75 -0.08 -0.714
O 1.10292 -0.55314 -1.80103 -1.00 -0.30 -1.76 -0.584
S 3.58298 -0.62632 -1.00781 0.85 0.12 0.07 0.266
H 4.56578 0.13447 1.23264 1.19 0.16 -0.30 0.231
H -3.37274 1.64171 -0.67293 2.15 1.32 -0.39 0.162
H -2.62791 2.93014 -1.86911 -0.15 -0.08 0.18 0.137
H 0.42750 2.13438 -1.95524 -0.04 0.79 1.02 0.222
H 0.04543 3.87579 -1.42081 -0.76 -0.65 -0.48 0.166
H 0.80056 2.92750 -0.30421 0.31 -0.86 -0.29 0.216
H -2.38268 0.02926 0.52554 -0.20 -1.61 0.43 0.273
H -2.14178 -1.15297 1.92857 0.36 0.18 -1.30 0.193
H -2.92325 -1.79213 0.50942 -0.49 0.14 -0.48 0.196
H 0.46145 -3.02055 -0.29036 0.87 -0.17 -0.08 0.216
H -1.19667 -3.44677 -0.14422 0.14 -0.20 0.39 0.206
H -0.24353 -3.16924 1.39468 -0.18 0.65 -1.35 0.211
H -0.08120 -0.02240 1.73960 0.47 -1.52 -1.24 0.272
H -0.93866 -1.10816 -1.01383 0.31 -0.61 1.86 0.293
```
Positions in Å, forces in eV/Å.

Computed properties:
* lowest unoccupied orbital energy (alpha / beta): 2.34 / 2.34 eV
* total energy: -992.71353 Eh
* spin multiplicity: 1
* net charge: -1
* gap between HOMO and LUMO (alpha / beta): 5.0 / 5.0 eV

2.
Formula: C4H16IN8O4
Source: OMol25
Level of theory: wB97M-V/def2-TZVPD

```
33
Properties=species:S:1:pos:R:3:forces:R:3:nbo_charge:R:1
I 11.91084 17.59683 8.19629 -0.34 -0.06 -0.23 -0.880
C 11.89014 13.14614 6.92497 0.10 0.84 0.43 0.756
O 12.99344 13.29892 6.49756 2.29 1.35 -1.32 -0.666
N 10.99697 14.01806 7.35443 -0.87 3.78 0.31 -0.847
N 11.39226 11.96549 7.12684 -1.41 -4.44 0.19 -0.839
H 11.22335 15.00296 7.35045 -0.07 0.12 0.15 0.430
H 10.09459 13.75133 7.71228 0.26 0.16 -0.25 0.378
H 12.03549 11.21882 6.91165 -0.42 -0.28 0.63 0.399
H 10.74061 12.01056 7.89404 0.21 -1.51 -0.08 0.375
C 14.50896 15.18524 10.40157 0.52 -0.81 2.25 0.761
O 15.25275 14.50594 11.13063 -0.19 0.23 -0.44 -0.733
N 14.27383 14.93126 9.13612 -0.25 -0.29 -1.99 -0.840
N 13.82334 16.23583 10.90472 0.29 0.38 1.22 -0.859
H 14.51124 14.02993 8.75291 -0.05 0.37 -0.15 0.409
H 13.62593 15.57277 8.70219 -0.01 -0.44 -0.67 0.409
H 13.94600 16.26311 11.90554 -0.32 0.57 -0.15 0.402
H 13.04830 16.70192 10.45332 0.22 -0.14 0.02 0.408
C 12.20758 19.97097 12.10994 0.21 -1.92 -0.38 0.758
O 12.80160 19.05150 12.64843 0.41 -0.22 0.11 -0.677
N 12.01076 21.13566 12.70195 -0.34 2.25 1.00 -0.842
N 11.68830 19.87439 10.86996 -0.21 -0.27 -0.49 -0.865
H 12.46511 21.28182 13.58952 -0.40 0.14 -0.15 0.407
H 11.30544 21.74520 12.31916 0.36 0.25 0.49 0.380
H 11.74336 18.95228 10.45861 -0.26 0.15 -0.36 0.435
H 11.06526 20.56647 10.48443 0.14 -0.29 -0.06 0.381
C 14.24980 21.12873 7.35133 -0.90 -3.66 1.23 0.754
O 14.92999 21.97520 6.93432 2.88 6.17 -1.17 -0.684
N 14.25599 19.98742 6.71660 -0.21 -3.32 -2.50 -0.853
N 13.59814 20.99290 8.49592 -1.49 1.63 2.60 -0.853
H 13.64518 19.22296 6.96944 0.27 -0.20 -0.32 0.407
H 14.89495 19.96974 5.93736 -0.41 -0.43 0.03 0.389
H 13.12246 20.13229 8.72247 0.01 0.14 0.08 0.419
H 13.47012 21.80007 9.08635 -0.01 -0.28 -0.04 0.382
```
Positions in Å, forces in eV/Å.

Computed properties:
* lowest unoccupied orbital energy: 2.63 eV
* total energy: -1198.96747 Eh
* spin multiplicity: 1
* energy above the lowest of the compared OMol25 structures with the same formula, charge and spin: 180.74 kJ/mol
* net charge: -1
* gap between HOMO and LUMO: 8.2 eV

3.
Formula: C3H4BrNO4
Source: OMol25
Level of theory: wB97M-V/def2-TZVPD

```
13
Properties=species:S:1:pos:R:3:forces:R:3:nbo_charge:R:1
C 1.95585 0.67452 -0.52048 1.89 0.02 -3.51 -0.297
O 0.57121 0.28334 -0.67380 0.27 0.40 3.46 -0.496
C 0.11659 0.28088 0.61779 -1.50 -1.16 -0.29 0.770
O 0.76365 0.56110 1.59040 -1.13 -0.32 -0.41 -0.545
C -1.40472 -0.18832 0.64727 1.30 3.21 -2.00 -0.227
Br -2.36095 1.33640 -0.25102 0.35 -0.54 0.98 0.043
N -1.57507 -1.38981 -0.22150 0.07 3.18 1.58 0.540
O -1.15501 -2.35269 0.28851 1.26 -3.78 1.31 -0.355
O -2.03029 -1.21980 -1.28069 -1.24 -0.67 -3.16 -0.322
H 2.10265 1.11613 -1.53897 0.44 -0.10 0.91 0.198
H 2.60796 -0.26148 -0.53118 -0.86 1.30 0.66 0.204
H 2.19682 1.44099 0.25449 -0.48 -1.06 -0.65 0.232
H -1.78871 -0.28125 1.61918 -0.37 -0.50 1.11 0.255
```
Positions in Å, forces in eV/Å.

Computed properties:
* SMILES: COC(=O)[C@@H](Br)[N+](=O)[O-]
* lowest unoccupied orbital energy: -0.09 eV
* total energy: -3046.30812 Eh
* spin multiplicity: 1
* energy above the lowest of the compared OMol25 structures with the same formula, charge and spin: 0.00 kJ/mol
* net charge: 0
* gap between HOMO and LUMO: 10.7 eV

4.
Formula: C27H40FN7O3Ti
Source: OMol25
Level of theory: wB97M-V/def2-TZVPD

```
79
Properties=species:S:1:pos:R:3:forces:R:3:mulliken_charge:R:1
Ti -0.81003 3.26236 0.35800 -0.09 0.22 0.00 0.245
N -3.03390 3.43529 0.51832 0.07 0.02 0.00 -0.372
C -3.61011 2.78876 1.72644 0.00 -0.01 -0.03 -0.479
C -3.47557 3.65978 2.96312 0.01 -0.01 0.02 -0.914
C -2.05912 4.15536 3.28954 -0.05 0.03 -0.03 -0.247
C -1.65220 5.46293 2.59100 0.05 -0.02 -0.03 -0.854
N -0.67098 5.23425 1.49275 0.00 -0.19 0.01 -0.505
H -3.44014 4.36112 0.40362 -0.01 -0.01 0.00 0.264
H -3.30728 2.92071 -0.31722 0.00 -0.01 0.01 0.341
H -3.07310 1.84924 1.86944 -0.01 0.00 0.00 0.185
H -4.66187 2.54770 1.56323 0.00 0.01 0.01 0.447
H -3.85349 3.07388 3.80199 0.00 0.00 0.00 0.398
H -4.14159 4.52451 2.88328 -0.01 -0.01 0.00 0.339
H -1.31679 3.37459 3.06804 -0.01 -0.04 0.04 0.150
H -1.99611 4.30034 4.36751 0.03 0.04 -0.01 0.448
H -1.23018 6.16457 3.30994 -0.01 0.01 0.00 0.385
H -2.52615 5.94896 2.15725 -0.01 -0.01 0.00 0.432
H 0.26959 5.19575 1.88134 0.00 0.00 0.00 0.338
H -0.64992 6.04053 0.87192 -0.01 0.01 0.01 0.249
F -0.63863 -2.73159 3.46569 -0.01 0.00 0.00 -0.352
C -0.47930 -2.47261 2.14083 0.02 -0.02 -0.03 0.331
C -0.58202 -1.17017 1.71130 -0.01 0.03 0.01 -0.910
C -0.46161 -0.87352 0.34431 0.01 0.01 0.01 1.075
C -0.53220 0.45170 -0.15242 0.05 -0.04 0.01 1.217
O -0.68072 1.47231 0.71887 -0.06 -0.09 0.04 -0.527
C -0.32993 0.68094 -1.54241 0.03 0.04 -0.08 0.398
C -0.10606 -0.37800 -2.36658 0.00 -0.01 0.05 -1.055
N -0.10892 -1.67002 -1.92564 0.00 0.04 0.01 0.360
C 0.14732 -2.74027 -2.85501 0.00 -0.02 -0.03 -0.402
C -0.54355 -2.71927 -4.18254 0.00 0.00 0.00 -0.940
C -0.95267 -3.72058 -3.14415 -0.02 0.00 0.01 -0.394
C -0.22858 -1.95024 -0.55812 0.01 -0.05 0.01 0.105
C -0.08481 -3.23975 -0.07885 0.00 0.03 -0.03 -1.206
C -0.21266 -3.53124 1.28759 -0.01 0.00 0.04 -0.541
N -0.06503 -4.86179 1.74043 0.00 0.01 0.01 0.221
C 0.70875 -5.20083 2.90708 0.00 0.02 0.01 -0.777
C -0.16386 -5.64887 4.07279 -0.01 -0.02 0.00 -0.678
N -1.07160 -6.75833 3.59601 0.01 0.00 -0.01 -0.136
C -1.89926 -6.34093 2.40561 0.00 -0.01 0.02 -0.775
C -0.95335 -5.90262 1.29331 -0.01 0.01 -0.01 -0.632
C -0.38566 2.03989 -2.18266 -0.01 -0.07 0.00 0.370
O 0.16521 2.27593 -3.23527 0.02 -0.02 0.03 -0.623
O -1.10259 2.91786 -1.50804 -0.05 0.09 -0.01 -0.686
H -0.75981 -0.37967 2.42575 0.00 -0.01 0.00 0.559
H 0.06069 -0.22435 -3.42199 0.00 -0.01 -0.01 0.746
H 1.16286 -3.12156 -2.82259 0.00 0.01 0.01 0.457
H 0.01895 -3.05727 -5.04014 0.00 -0.01 0.00 0.272
H -1.23065 -1.90887 -4.38125 0.00 0.00 0.00 0.315
H -0.68655 -4.75870 -3.28602 0.01 0.00 0.00 0.297
H -1.89718 -3.54816 -2.64563 0.00 0.00 0.00 0.206
H 0.15122 -4.04751 -0.75621 0.00 0.00 0.00 0.660
H 1.30146 -4.34786 3.22868 0.01 0.00 -0.01 0.424
H 1.41332 -6.00881 2.66113 0.00 -0.01 0.00 0.336
H -0.81167 -4.84681 4.41728 0.00 0.01 0.00 0.433
H 0.42252 -6.04061 4.90224 0.00 0.00 0.00 0.364
H -1.67922 -7.06213 4.35715 0.00 0.01 0.00 0.352
H -0.50277 -7.56896 3.33759 0.00 0.00 0.00 0.383
H -2.52864 -5.51789 2.74115 0.00 0.00 -0.01 0.349
H -2.51811 -7.19021 2.12032 0.00 0.00 0.00 0.422
H -1.54802 -5.55152 0.45217 0.01 0.00 0.00 0.415
H -0.38336 -6.77637 0.94631 0.00 0.00 0.00 0.344
N 1.27132 3.69189 -0.03017 -0.15 0.07 0.29 -0.438
C 2.01863 3.49394 -0.89892 0.22 -0.05 -0.27 0.424
N 2.86389 3.27475 -1.84634 -0.01 0.00 -0.07 0.079
C 2.86776 4.16908 -3.03461 -0.02 -0.01 0.03 -0.771
C 4.29533 4.33482 -3.53547 0.00 0.00 0.01 -0.670
C 5.07144 3.00069 -3.51171 0.00 0.00 -0.01 -0.655
C 4.13509 1.80805 -3.34203 0.00 -0.01 0.00 -0.807
C 3.39702 1.89273 -2.01540 0.01 0.01 0.02 -0.049
H 2.43338 5.12062 -2.73375 0.01 0.00 0.00 0.566
H 2.20762 3.72342 -3.77872 0.00 0.01 -0.01 0.299
H 4.81131 5.07699 -2.92655 0.00 0.01 -0.01 0.280
H 4.24270 4.73741 -4.54742 0.00 -0.01 -0.01 0.351
H 5.78599 3.00455 -2.68555 0.00 0.00 0.00 0.319
H 5.65515 2.88695 -4.42363 0.01 0.01 0.00 0.374
H 4.69486 0.87246 -3.35278 0.00 0.00 0.00 0.463
H 3.41882 1.75698 -4.16463 0.00 0.00 0.00 0.328
H 4.07867 1.69797 -1.18611 0.00 0.00 0.00 0.395
H 2.56662 1.18529 -1.97380 0.00 0.00 -0.01 -0.117
```
Positions in Å, forces in eV/Å.

Computed properties:
* lowest unoccupied orbital energy (alpha / beta): -4.31 / -4.42 eV
* total energy: -2610.80109 Eh
* spin multiplicity: 3
* energy above the lowest of the compared OMol25 structures with the same formula, charge and spin: 0.00 kJ/mol
* net charge: +2
* gap between HOMO and LUMO (alpha / beta): 5.5 / 8.4 eV
* expectation value of S²: 2.03